[1]
DFT (wB97M-V/def2-TZVPD) results for a structure of composition C25H20F5InN4O6S3.

As for the LUMO energy: 0.1553 Eh. For the energy, the calculation gives -3519.39879 a.u. Its charge is -2. As for the energy above the lowest of the compared OMol25 structures with the same formula, charge and spin: 0.2785 eV. For the gap between HOMO and LUMO, the calculation gives 6.5 eV.

Structure (XYZ):
```
64
Properties=species:S:1:pos:R:3:forces:R:3
In 0.777 1.479 -1.293 -0.283 -0.241 -0.033
O 0.681 1.602 2.962 0.000 0.008 -0.060
C 0.914 1.750 1.765 0.112 0.073 0.075
O 0.424 1.055 0.812 0.048 -0.118 0.135
C 1.864 2.864 1.341 -0.028 -0.053 0.101
C 2.474 3.693 2.269 -0.037 -0.026 -0.020
C 3.327 4.680 1.803 -0.023 -0.025 0.004
C 3.548 4.794 0.438 0.007 -0.006 0.007
C 2.903 3.917 -0.420 0.035 0.108 -0.109
N 2.074 2.987 0.037 0.051 -0.103 -0.130
H 2.261 3.538 3.317 0.012 0.016 0.001
H 3.819 5.350 2.498 0.007 0.010 -0.006
H 4.212 5.544 0.032 0.008 0.008 0.017
H 3.055 3.929 -1.493 0.004 -0.004 0.015
O 3.627 -0.193 -3.619 -0.009 -0.130 -0.113
S 2.872 0.803 -2.912 -0.448 0.241 0.480
O 3.409 2.165 -3.006 0.120 -0.052 -0.117
O 2.700 0.469 -1.422 0.103 0.074 0.058
O 1.390 0.842 -3.320 0.144 0.222 -0.065
C 0.646 3.699 -4.010 0.043 0.060 -0.154
C 0.058 4.171 -2.720 -0.020 -0.027 -0.037
C -0.292 5.463 -2.402 -0.005 0.044 0.015
C -0.884 5.427 -1.113 0.031 0.011 0.025
C -0.863 4.115 -0.707 -0.105 -0.080 -0.031
C -1.480 3.544 0.529 -0.008 0.069 0.122
N -0.290 3.330 -1.685 0.157 0.139 -0.140
H 0.636 4.535 -4.715 0.004 -0.009 0.007
H 0.069 2.882 -4.444 -0.014 -0.017 0.028
H 1.671 3.340 -3.920 0.007 -0.010 0.051
H -0.160 6.319 -3.048 -0.011 0.013 0.000
H -1.310 6.248 -0.553 -0.015 0.024 -0.015
H -2.537 3.820 0.598 0.002 -0.003 0.006
H -0.994 3.887 1.448 0.016 0.024 -0.009
H -1.408 2.463 0.532 0.044 -0.059 -0.012
F -2.103 -9.053 -2.074 -0.059 -0.093 -0.035
C -1.451 -7.976 -1.595 0.084 0.082 0.055
C -0.147 -8.081 -1.140 -0.177 0.155 -0.053
F 0.468 -9.275 -1.181 0.052 -0.154 -0.008
C 0.514 -6.973 -0.650 -0.065 -0.074 0.002
F 1.769 -7.174 -0.229 0.133 0.020 0.064
C -0.062 -5.696 -0.569 0.118 0.270 0.108
S 0.790 -4.327 0.076 -0.251 -0.244 -0.146
C -1.376 -5.643 -1.057 -0.057 -0.025 -0.035
F -2.046 -4.478 -1.068 -0.009 0.128 0.104
C -2.063 -6.737 -1.548 0.201 -0.068 0.041
F -3.329 -6.607 -1.983 -0.090 -0.006 -0.044
N -2.510 0.093 0.801 0.010 0.059 0.080
C -1.684 -0.644 0.035 -0.085 0.182 -0.323
S -1.357 -0.091 -1.569 0.116 -0.236 -0.041
N -1.247 -1.793 0.501 0.029 -0.184 0.552
C -1.427 -2.171 1.878 0.094 0.061 -0.282
C -0.718 -1.489 2.857 -0.084 -0.081 0.041
C -0.877 -1.861 4.184 0.026 0.023 0.013
C -1.720 -2.911 4.520 -0.009 0.009 0.051
C -2.418 -3.587 3.530 -0.034 -0.044 -0.042
C -2.278 -3.216 2.201 0.078 0.021 0.033
H -2.657 1.031 0.471 -0.077 0.007 -0.002
H -2.523 -0.053 1.799 0.016 -0.028 -0.027
H -0.663 -2.436 -0.050 0.099 0.036 -0.153
H -0.062 -0.675 2.581 0.028 0.059 -0.011
H -0.324 -1.331 4.948 -0.004 0.002 0.013
H -1.831 -3.206 5.557 0.004 -0.002 0.002
H -3.066 -4.415 3.788 -0.003 0.000 0.006
H -2.795 -3.737 1.409 -0.033 -0.053 -0.062
```
Positions in Å, forces in eV/Å.

natural (NBO) atomic charge list, values in e, 2 entries:
1. In 1.8088
2. O -0.6829



[2]
DFT (wB97M-V/def2-TZVPD) results for a cluster of 2 separate species, C25H20N2O2 in total.

As for the LUMO energy: -0.1072 Eh. For the energy, the calculation gives -1224.50574 a.u. As for the energy above the lowest of the compared OMol25 structures with the same formula, charge and spin: 4.1126 eV. For the gap between HOMO and LUMO, the calculation gives 2.6 eV.

Structure (XYZ):
```
49
Properties=species:S:1:pos:R:3:forces:R:3
C -2.122 -0.323 2.309 0.274 -0.522 0.261
C -3.084 0.682 2.303 -1.867 1.083 -0.070
N -3.957 1.473 2.290 1.360 -1.102 0.106
C -0.742 -0.036 2.290 0.247 0.209 -0.004
C 0.246 -1.073 2.276 0.026 0.312 0.074
C 1.597 -0.773 2.271 -0.262 -0.129 0.013
C 2.032 0.563 2.275 0.137 -0.085 0.017
C 3.431 0.864 2.274 2.035 0.400 -0.009
N 4.577 1.107 2.274 -2.145 -0.454 0.016
C 1.086 1.599 2.279 -0.606 0.038 0.004
C -0.271 1.317 2.282 0.486 -0.119 0.042
H -2.465 -1.357 2.277 0.055 0.243 -0.092
H -0.092 -2.113 2.265 0.155 0.280 -0.017
H 2.340 -1.572 2.264 -0.221 0.213 -0.017
H 1.423 2.637 2.280 -0.068 -0.303 -0.018
H -0.996 2.135 2.279 0.229 -0.300 0.004
C 0.621 -1.471 11.177 0.181 -0.066 -0.435
O 0.900 -1.797 9.792 -0.994 0.230 -0.212
C -0.128 -1.712 8.912 -0.123 -0.185 0.208
C 0.107 -2.153 7.581 0.181 0.175 0.674
C -0.923 -2.172 6.679 -0.413 0.096 -0.038
C -2.249 -1.770 7.046 0.470 0.355 0.211
C -3.298 -1.936 6.114 -0.125 -0.062 0.298
C -4.690 -1.922 6.368 -0.321 -0.281 -0.009
C -5.554 -1.889 5.232 -0.311 0.105 0.014
C -6.911 -1.757 5.404 -0.032 -0.022 0.888
C -7.455 -1.644 6.710 -0.088 0.290 -0.599
O -8.796 -1.416 6.731 1.232 -0.340 -0.699
C -9.236 -1.316 5.320 -0.273 0.314 0.119
C -8.042 -1.691 4.430 -0.220 -0.252 -0.421
C -6.643 -1.764 7.850 -0.725 -0.032 -0.073
C -5.299 -1.972 7.671 0.524 0.295 -0.369
C -2.423 -1.204 8.343 0.085 -0.337 -0.027
C -1.407 -1.221 9.275 0.349 -0.098 0.008
H 1.586 -1.608 11.662 -0.217 0.069 0.110
H 0.277 -0.432 11.286 0.216 -0.291 -0.086
H -0.130 -2.155 11.602 0.261 0.137 -0.190
H 1.113 -2.481 7.327 -0.252 0.073 -0.028
H -0.751 -2.521 5.660 -0.009 0.075 0.251
H -2.999 -2.117 5.080 -0.034 0.038 0.131
H -5.142 -1.941 4.221 0.016 0.116 0.325
H -10.096 -1.984 5.187 0.273 0.224 0.193
H -9.548 -0.278 5.137 0.033 -0.318 0.284
H -7.874 -0.957 3.636 -0.042 -0.127 0.152
H -8.226 -2.667 3.958 0.203 0.242 0.066
H -7.110 -1.699 8.829 0.216 -0.189 -0.111
H -4.677 -2.174 8.541 -0.241 0.051 -0.257
H -3.368 -0.747 8.626 0.289 -0.070 -0.165
H -1.592 -0.871 10.293 0.056 0.019 -0.523
```
Positions in Å, forces in eV/Å.

natural (NBO) atomic charge list, values in e, 2 entries:
1. C -0.5925
2. C 0.2705



[3]
DFT (wB97M-V/def2-TZVPD) results for a structure of composition C25H20N4O2PtS4.

As for the LUMO energy: 0.1598 Eh. For the energy, the calculation gives -3046.24619 a.u. Its charge is -2. As for the energy above the lowest of the compared OMol25 structures with the same formula, charge and spin: 0.1944 eV. For the gap between HOMO and LUMO, the calculation gives 5.3 eV.

Structure (XYZ):
```
56
Properties=species:S:1:pos:R:3:forces:R:3
Pt -2.472 0.088 0.015 -0.595 0.194 -0.351
C 3.561 -1.138 -4.926 0.013 0.014 -0.009
C 2.111 -1.161 -4.519 -0.017 -0.026 0.016
C 1.758 -1.226 -3.170 0.023 0.009 -0.014
C 0.431 -1.220 -2.780 -0.013 0.005 -0.012
C -0.564 -1.150 -3.751 0.008 -0.046 0.066
C -0.236 -1.085 -5.092 -0.008 -0.002 -0.029
C 1.102 -1.094 -5.471 0.002 0.011 0.005
S -2.254 -1.135 -3.182 0.145 -0.038 0.057
O -2.411 -2.308 -2.371 -0.056 0.031 -0.039
O -3.094 -1.021 -4.360 0.045 0.026 -0.013
N -2.267 0.165 -2.250 -0.262 -0.066 0.021
C -2.193 1.412 -2.806 0.115 0.042 -0.004
C -2.269 1.792 -4.142 -0.046 -0.003 -0.006
C -2.128 3.138 -4.521 0.014 0.012 -0.008
C -1.899 4.142 -3.619 -0.012 -0.015 0.013
C -1.800 3.808 -2.247 -0.016 -0.026 -0.030
C -1.524 4.750 -1.232 0.038 0.004 0.036
C -1.400 4.333 0.063 0.009 0.035 -0.029
C -1.574 2.972 0.366 -0.030 -0.040 -0.028
N -1.860 2.077 -0.554 0.080 0.029 0.218
C -1.959 2.464 -1.851 0.105 -0.038 -0.032
H 4.170 -1.736 -4.247 -0.003 0.000 0.002
H 3.957 -0.120 -4.909 -0.001 0.000 0.005
H 3.695 -1.528 -5.937 -0.005 0.003 -0.002
H 2.530 -1.276 -2.410 -0.005 0.002 0.008
H 0.158 -1.263 -1.731 0.003 0.001 -0.001
H -1.029 -1.034 -5.827 -0.005 0.003 0.007
H 1.362 -1.044 -6.524 0.005 -0.006 0.000
H -2.472 1.052 -4.899 0.024 -0.020 0.014
H -2.201 3.377 -5.577 -0.006 0.014 0.004
H -1.788 5.174 -3.929 0.004 -0.001 -0.007
H -1.394 5.792 -1.503 -0.016 0.006 0.012
H -1.175 5.024 0.865 0.018 0.010 -0.013
H -1.492 2.597 1.377 -0.023 0.002 0.003
S 0.352 1.330 6.428 0.019 -0.008 0.012
C 0.685 0.497 5.002 -0.083 0.011 -0.054
S 0.332 1.143 3.440 0.043 -0.058 0.056
C 0.919 -0.325 2.633 -0.063 0.069 -0.107
N 1.317 -1.212 3.508 0.081 -0.060 0.036
N 1.193 -0.737 4.814 0.034 0.076 -0.006
C 1.598 -1.665 5.808 -0.019 -0.024 0.032
C 1.488 -3.024 5.517 -0.027 0.009 0.025
C 1.889 -3.964 6.451 -0.005 -0.005 -0.016
C 2.411 -3.569 7.676 0.003 0.001 0.014
C 2.534 -2.215 7.951 0.005 -0.004 0.007
C 2.135 -1.260 7.027 0.012 -0.005 -0.054
S 0.896 -0.427 0.955 0.259 0.020 0.053
H 1.096 -3.316 4.555 0.002 0.000 -0.001
H 1.793 -5.017 6.215 -0.002 0.000 0.005
H 2.722 -4.308 8.404 0.004 0.002 -0.001
H 2.952 -1.888 8.896 -0.004 -0.004 0.003
H 2.229 -0.209 7.243 0.002 0.003 0.008
C -3.157 -0.916 1.391 0.205 -0.198 0.108
H -4.210 -0.971 1.697 0.003 0.048 0.016
H -2.553 -1.565 2.041 -0.004 0.006 0.006
```
Positions in Å, forces in eV/Å.

natural (NBO) atomic charge list, values in e, 2 entries:
1. Pt 0.2821
2. C -0.6212



[4]
DFT (wB97M-V/def2-TZVPD) results for a structure of composition C25H20N6O2Se2TaTe2.

As for the LUMO energy (alpha / beta): -0.1897 / -0.1896 Eh. For the energy, the calculation gives -6839.38745 a.u. Its charge is +1. As for the energy above the lowest of the compared OMol25 structures with the same formula, charge and spin: 1.0136 eV. For the gap between HOMO and LUMO (alpha / beta), the calculation gives 4.1 / 4.1 eV.

Structure (XYZ):
```
58
Properties=species:S:1:pos:R:3:forces:R:3
Ta 0.000 0.000 0.000 -4.820 1.277 -1.892
O 2.939 2.999 3.706 -0.233 -1.153 -0.443
C 2.182 3.965 3.143 0.668 0.730 0.767
C 2.361 5.301 3.538 -0.562 0.152 -0.523
C 1.591 6.317 2.972 0.124 -0.671 0.003
C 0.635 6.010 2.005 -0.035 -0.529 -0.147
C 0.446 4.686 1.600 0.297 0.673 0.410
C 1.212 3.644 2.161 -0.413 -0.869 -0.504
C 0.952 2.249 1.690 -1.896 -1.155 -1.731
O -0.079 2.011 0.680 3.847 -0.278 2.860
N 1.610 1.238 2.206 0.754 -0.145 0.366
N 1.309 -0.009 1.692 -1.304 2.047 -0.587
C 1.474 -1.096 2.328 0.015 -0.996 0.058
C 0.742 -2.258 1.763 0.099 -2.746 1.306
C 0.843 -3.610 2.374 0.441 3.025 -0.625
C 0.112 -4.602 1.836 -1.996 -0.284 -2.287
C -0.758 -4.322 0.666 1.362 -1.560 2.174
C -0.813 -3.080 0.156 0.394 0.559 0.775
N -0.092 -2.052 0.729 0.800 -0.019 0.269
H 3.610 3.192 4.377 -0.532 0.933 -0.342
H 3.100 5.554 4.288 0.025 -0.162 0.002
H 1.735 7.343 3.283 0.027 -0.040 0.024
H 0.038 6.799 1.567 0.006 -0.081 -0.005
H -0.305 4.480 0.849 0.088 -0.267 0.056
H 2.054 -1.144 3.242 -0.143 -0.078 0.164
H 1.479 -3.798 3.233 0.001 0.275 -0.148
H 0.154 -5.602 2.254 -0.085 0.095 -0.137
H -1.351 -5.116 0.223 0.172 0.104 0.118
H -1.434 -2.852 -0.692 -0.019 0.304 0.025
Se -1.041 1.743 -1.743 0.180 1.225 -1.963
Te -3.241 1.954 -3.060 0.673 -0.643 0.635
Te -4.507 1.727 -0.621 0.829 0.018 0.101
Se -2.676 0.023 -0.023 0.118 -1.302 1.062
N 5.518 1.098 -4.752 -0.644 0.859 0.585
C 6.504 0.688 -5.612 0.019 0.493 -0.009
C 7.425 1.389 -6.394 0.466 -0.394 -0.409
C 8.302 0.620 -7.168 -0.454 0.819 0.412
C 8.250 -0.777 -7.154 -0.708 -0.814 0.597
C 7.314 -1.452 -6.359 0.533 0.162 -0.456
C 6.429 -0.697 -5.577 0.390 -0.639 -0.352
N 5.434 -1.109 -4.726 -0.817 0.033 0.723
C 4.888 -0.011 -4.230 1.113 -0.378 -0.977
C 3.779 0.029 -3.270 0.235 0.054 -0.247
C 3.240 1.221 -2.779 -0.299 -0.472 0.268
C 2.191 1.153 -1.874 -0.019 0.460 0.119
N 1.650 0.000 -1.431 0.761 0.183 -0.366
C 2.182 -1.141 -1.915 0.232 -0.352 -0.116
C 3.229 -1.176 -2.820 -0.435 -0.040 0.418
H 5.296 2.057 -4.539 0.044 -0.085 -0.055
H 7.466 2.472 -6.406 -0.006 -0.104 0.000
H 9.038 1.119 -7.795 -0.178 -0.070 0.151
H 8.943 -1.350 -7.765 -0.147 0.118 0.128
H 7.268 -2.535 -6.342 0.016 0.094 -0.015
H 3.607 2.195 -3.076 -0.060 -0.073 0.038
H 1.743 2.056 -1.468 0.153 -0.037 -0.140
H 1.733 -2.058 -1.545 0.052 0.048 -0.159
H 3.612 -2.130 -3.171 -0.026 0.247 0.012
H -0.705 -1.220 -1.220 0.897 1.447 0.005
```
Positions in Å, forces in eV/Å.

natural (NBO) atomic charge list, values in e, 2 entries:
1. Ta 1.4471
2. O -0.6802



F_max, record by record: 0.70, 2.19, 0.72, 5.33 eV/Å